Record 1
DFT (the ωB97M-V functional and the def2-TZVPD basis) results for a molecular structure, C26H12Br4N2O2RuS2Se3Te.

The total energy is -541990.8951 eV. As for the HOMO-LUMO gap (spin up / spin down): 4.938 / 4.875 eV. The spin multiplicity is 2. As for the total charge: -1.

Geometry (Å):
Ru1 -0.8149 -1.4324 0.6469
Br1 -0.4738 2.6964 6.3485
C1 -0.0428 1.4611 4.9845
C2 1.1860 0.8237 4.9679
Br2 2.4723 1.1676 6.3093
C3 1.4792 -0.0897 3.9432
Br3 3.1528 -0.9642 3.8115
C4 0.5510 -0.3872 2.9576
O1 0.7762 -1.2176 1.9694
C5 -0.7094 0.2653 2.9753
O2 -1.5355 -0.0135 1.9950
C6 -0.9798 1.1849 3.9761
Br4 -2.6601 2.0521 3.8889
Se1 -1.5660 -3.0281 2.4272
Se2 -2.4225 -5.1569 1.8510
Te1 -3.1802 -4.8164 -0.5415
Se3 -1.7216 -2.8208 -1.1821
S1 5.5178 -2.4119 -2.3935
C7 6.6197 -3.1212 -1.2958
C8 6.0984 -3.2046 -0.0426
C9 4.7805 -2.6810 0.0336
C10 4.3267 -2.2104 -1.1673
C11 3.0250 -1.5908 -1.4465
C12 1.9891 -1.7491 -0.4990
N1 0.8106 -1.1940 -0.6586
C13 0.5907 -0.4199 -1.7442
C14 1.5267 -0.2269 -2.7532
C15 1.1679 0.6498 -3.8376
C16 -0.0021 1.3304 -3.8338
C17 -0.9352 1.2087 -2.7440
C18 -2.0937 1.9820 -2.5704
C19 -2.8531 1.8363 -1.4262
C20 -2.4730 0.8594 -0.4793
N2 -1.4082 0.1101 -0.6440
C21 -0.6351 0.2989 -1.7372
C22 -4.0331 2.6624 -1.1406
C23 -4.6594 2.8266 0.0637
C24 -5.7661 3.7138 -0.0076
C25 -5.9583 4.2062 -1.2606
S2 -4.8039 3.5964 -2.3640
C26 2.7718 -0.8538 -2.5866
H1 7.5906 -3.4409 -1.6366
H2 6.6307 -3.6183 0.8007
H3 4.2068 -2.6307 0.9478
H4 2.1108 -2.3342 0.4014
H5 1.8694 0.7763 -4.6526
H6 -0.2426 2.0047 -4.6462
H7 -2.3608 2.7215 -3.3165
H8 -3.0353 0.6777 0.4256
H9 -4.3267 2.3541 0.9769
H10 -6.3837 3.9738 0.8389
H11 -6.7178 4.8920 -1.5981
H12 3.5441 -0.7174 -3.3349

---

Record 2
DFT (the ωB97M-V functional and the def2-TZVPD basis) results for a molecular structure, C26H14Cl5N4OPd.

The total energy is -101283.5073 eV. As for the HOMO-LUMO gap (spin up / spin down): 6.766 / 5.613 eV. The spin multiplicity is 3. As for the total charge: +1.

Geometry (Å):
Pd1 -1.4222 -4.1990 0.1664
C1 1.6491 9.2009 0.3475
O1 2.5038 8.1356 0.7482
C2 2.0222 6.8797 0.6858
C3 0.7391 6.5463 0.2550
C4 0.3493 5.2173 0.2301
C5 1.2165 4.2082 0.6284
C6 2.4985 4.5575 1.0583
C7 2.9007 5.8727 1.0887
C8 0.7622 2.8192 0.5784
N1 -0.4203 2.4167 0.1640
C9 -0.3955 1.0571 0.2803
C10 0.8085 0.6156 0.7707
N2 1.5459 1.7593 0.9574
C11 1.1099 -0.7610 0.9873
C12 2.3207 -1.2798 1.4783
C13 2.4725 -2.6328 1.6280
C14 1.4128 -3.4766 1.2847
N3 0.2691 -3.0069 0.8230
C15 0.0957 -1.6753 0.6669
C16 -1.1780 -1.2261 0.1461
N4 -2.1023 -2.1708 -0.1484
C17 -3.2758 -1.8094 -0.6346
C18 -3.6090 -0.4696 -0.8560
C19 -2.6880 0.5018 -0.5639
C20 -1.4356 0.1304 -0.0497
H1 2.2260 10.1104 0.4748
H2 0.7575 9.2447 0.9751
H3 1.3593 9.0975 -0.6995
H4 0.0439 7.3093 -0.0615
H5 -0.6443 4.9501 -0.1049
H6 3.2093 3.8019 1.3751
H7 3.8927 6.1505 1.4188
H8 2.4874 1.8240 1.3023
H9 3.1336 -0.6123 1.7366
H10 3.3937 -3.0569 2.0014
H11 1.4959 -4.5502 1.3842
H12 -3.9748 -2.6042 -0.8575
H13 -4.5820 -0.2222 -1.2561
H14 -2.8972 1.5522 -0.7217
Cl1 -2.5642 -6.3632 1.1968
C21 -2.0495 -6.8219 -0.4242
C22 -1.4319 -5.8028 -1.1089
C23 -0.9793 -6.0356 -2.3891
Cl2 -0.2031 -4.7576 -3.2539
C24 -1.1545 -7.2921 -2.9684
Cl3 -0.5966 -7.5834 -4.5606
C25 -1.7885 -8.3119 -2.2470
Cl4 -2.0070 -9.8531 -2.9556
C26 -2.2483 -8.0835 -0.9473
Cl5 -3.0278 -9.3006 -0.0298

---

Record 3
DFT (the ωB97M-V functional and the def2-TZVPD basis) results for a molecular structure, C26H15AuF15GeN3S2Te.

The total energy is -161608.9781 eV. As for the HOMO-LUMO gap: 6.317 eV.

Geometry (Å):
Au1 0.3877 1.6740 0.1150
S1 -0.8322 3.6603 0.3822
C1 -2.3541 2.8843 0.2006
N1 -2.7168 2.0233 -0.7433
C2 -4.0547 1.4793 -0.4880
C3 -4.5745 2.3595 0.6666
N2 -3.3872 3.1424 1.0075
H1 -2.0218 1.5350 -1.3032
H2 -3.9869 0.4280 -0.1983
H3 -4.6785 1.5661 -1.3766
H4 -4.8982 1.7633 1.5184
H5 -5.3936 3.0075 0.3561
H6 -3.2896 3.7346 1.8112
F1 -2.2665 -2.1620 -1.5564
C4 -3.4986 -2.3263 -1.0570
C5 -3.6491 -2.8432 0.2125
C6 -4.9532 -3.0259 0.6456
F2 -5.1977 -3.5848 1.8375
C7 -6.0489 -2.6582 -0.1148
F3 -7.2869 -2.8220 0.3446
C8 -5.8482 -2.1157 -1.3738
F4 -6.8848 -1.7516 -2.1168
C9 -4.5622 -1.9571 -1.8549
F5 -4.3606 -1.4417 -3.0695
Ge1 -2.0044 -3.1794 1.2871
S2 -1.3631 -0.9524 1.2198
C10 -1.7243 -5.0895 0.8415
C11 -2.4230 -6.1333 1.4261
F6 -3.2310 -5.9063 2.4687
C12 -2.3233 -7.4323 0.9683
F7 -3.0213 -8.4091 1.5369
C13 -1.4858 -7.7165 -0.0965
F8 -1.3839 -8.9584 -0.5449
C14 -0.7606 -6.7024 -0.6943
F9 0.0455 -6.9735 -1.7162
C15 -0.8977 -5.4133 -0.2184
F10 -0.2035 -4.4410 -0.8347
C16 -2.5043 -3.0922 3.1942
C17 -3.4018 -2.1624 3.6885
F11 -4.0320 -1.3198 2.8527
C18 -3.6874 -2.0392 5.0319
F12 -4.5600 -1.1307 5.4627
C19 -3.0461 -2.8641 5.9387
F13 -3.3052 -2.7572 7.2338
C20 -2.1195 -3.7842 5.4898
F14 -1.4819 -4.5634 6.3585
C21 -1.8612 -3.8725 4.1358
F15 -0.9334 -4.7601 3.7421
Te1 0.9076 -0.7967 0.5581
C22 0.4584 -0.3553 -5.5180
C23 -0.0394 -1.1344 -4.2934
C24 -1.1998 -2.0610 -4.6863
C25 1.1030 -1.9392 -3.6560
C26 -0.5225 -0.1625 -3.2949
N3 -0.8801 0.6235 -2.5359
H7 0.8734 -1.0613 -6.2404
H8 1.2363 0.3579 -5.2434
H9 -0.3575 0.1886 -5.9956
H10 -0.8392 -2.7756 -5.4294
H11 -2.0255 -1.4954 -5.1214
H12 -1.5731 -2.6111 -3.8276
H13 1.5204 -2.6146 -4.4068
H14 0.7414 -2.5332 -2.8152
H15 1.8965 -1.2824 -3.2972

---

Record 4
DFT (the ωB97M-V functional and the def2-TZVPD basis) results for a molecular structure, C26H15BrF12N2O4Ta.

The total energy is -142576.6183 eV. As for the HOMO-LUMO gap: 7.000 eV. As for the total charge: +1.

Geometry (Å):
Ta1 -15.5745 -8.7331 5.7439
C1 -20.2634 -10.9092 9.8282
C2 -19.2787 -10.5930 8.7546
C3 -19.3493 -11.2199 7.4646
C4 -18.3400 -10.9889 6.5716
C5 -17.1288 -10.3748 6.9940
N1 -15.9511 -10.5913 6.1647
C6 -15.2338 -11.7639 5.8492
C7 -15.5931 -12.9040 6.6063
C8 -15.0209 -14.1297 6.3576
C9 -13.9556 -14.1580 5.4485
C10 -13.1572 -15.4088 5.2808
C11 -13.5611 -13.0349 4.7303
C12 -14.1982 -11.7872 4.8921
C13 -13.6972 -10.5419 4.1321
O1 -14.0635 -9.3200 4.7997
C14 -14.2788 -10.4577 2.6676
F1 -14.1511 -11.6718 2.0231
F2 -15.5896 -10.2023 2.7414
F3 -13.6969 -9.5358 1.8748
C15 -12.1339 -10.4874 4.2143
F4 -11.7072 -10.6031 5.4810
F5 -11.6558 -9.2921 3.7912
F6 -11.5065 -11.4779 3.5047
C16 -17.0868 -9.5788 8.1615
C17 -18.1918 -9.7766 9.0409
C18 -15.9426 -8.7115 8.6108
O2 -15.1733 -8.2252 7.5065
C19 -15.0131 -9.5887 9.4478
F7 -15.5547 -10.0649 10.6644
F8 -13.8682 -8.9973 9.8174
F9 -14.6902 -10.6954 8.7300
C20 -16.4498 -7.4447 9.2693
F10 -17.4380 -6.9041 8.4801
F11 -15.5263 -6.4795 9.3834
F12 -17.0248 -7.5787 10.4817
H1 -21.2674 -10.6891 9.5454
H2 -20.2216 -11.9807 10.1475
H3 -19.9499 -10.2868 10.7037
H4 -20.2372 -11.8410 7.2583
H5 -18.3514 -11.4583 5.5980
H6 -16.4149 -12.7268 7.3470
H7 -15.3226 -15.0837 6.8608
H8 -13.6019 -16.2988 5.7236
H9 -12.8956 -15.6142 4.2553
H10 -12.1580 -15.2423 5.7919
H11 -12.7873 -13.1658 4.0037
H12 -18.2833 -9.1444 9.9369
Br1 -18.2963 -3.8851 -0.3201
C21 -17.6125 -4.2598 1.4014
C22 -16.5678 -3.4942 1.9157
N2 -15.8780 -3.9051 2.9951
C23 -16.2536 -5.0754 3.5802
C24 -17.2796 -5.8849 3.1238
C25 -18.0124 -5.4195 1.9936
C26 -17.6074 -7.2015 3.7823
O3 -18.5752 -7.9032 3.5491
O4 -16.6687 -7.6543 4.7090
H13 -16.4266 -2.5316 1.4647
H14 -15.6592 -5.2882 4.4566
H15 -18.8387 -6.0559 1.6479